C37H35BCrN3O6 as an isolated structure. Source: the OMol25 dataset; level of theory: the ωB97M-V functional and the def2-TZVPD basis.

```
83
Properties=species:S:1:pos:R:3:forces:R:3
Cr 0.274 -0.121 -0.839 -2.12 0.98 -0.63
O 7.915 -0.490 0.188 0.38 -0.29 0.08
C 7.291 0.699 0.221 -0.21 0.26 -0.08
O 7.850 1.665 0.667 0.07 -0.24 -0.03
C 5.887 0.752 -0.272 -0.15 0.13 -0.08
C 5.288 2.013 -0.322 0.33 -0.21 0.06
C 3.952 2.162 -0.606 -0.29 -0.30 -0.09
C 3.148 1.029 -0.829 0.75 0.02 0.05
C 3.784 -0.222 -0.914 -0.31 0.04 0.01
C 5.120 -0.362 -0.630 0.29 0.37 0.19
N 1.790 1.065 -0.891 0.19 0.43 0.00
C 1.100 2.276 -0.568 0.69 0.18 -0.74
C -1.473 2.180 -0.363 -1.36 -0.34 0.21
C -1.984 3.468 -0.331 0.38 -0.14 -0.02
C -3.346 3.604 -0.098 -0.04 -0.34 0.04
C -4.122 2.472 0.104 0.02 0.08 0.06
C -3.503 1.230 0.092 -0.13 0.20 -0.01
N -2.207 1.088 -0.143 0.60 0.26 -0.12
H 7.396 -1.186 -0.234 -0.04 0.24 0.00
H 5.894 2.879 -0.102 0.08 0.01 0.03
H 3.520 3.148 -0.637 -0.01 0.19 0.07
H 3.182 -1.078 -1.169 -0.02 -0.14 0.02
H 5.538 -1.361 -0.654 0.02 -0.06 -0.03
H 1.280 3.051 -1.338 -0.08 0.03 0.43
H -1.366 4.328 -0.516 0.12 0.11 -0.08
H -3.803 4.582 -0.106 0.03 0.07 0.03
H -5.186 2.552 0.260 -0.07 -0.02 0.04
H -4.054 0.315 0.252 -0.11 -0.05 0.03
C -0.959 1.912 4.372 -0.43 0.25 0.09
O 0.197 1.208 3.982 0.68 -0.38 0.32
C 1.132 0.891 4.918 0.02 -0.25 -0.34
C 1.019 1.100 6.285 -0.18 0.09 -0.15
C 2.039 0.714 7.142 0.05 -0.02 -0.09
C 3.181 0.102 6.656 0.04 -0.02 0.05
C 3.308 -0.115 5.298 -0.14 0.10 -0.28
C 2.308 0.289 4.421 -0.15 0.39 1.21
N 2.440 0.032 3.051 -0.72 0.92 -2.04
C 2.046 0.768 1.997 1.04 -1.82 1.26
C 1.867 2.171 1.948 -0.36 1.88 0.07
C 2.290 2.971 3.041 -0.02 -0.59 -0.34
C 2.118 4.330 3.083 -0.05 0.31 -0.10
C 1.531 4.982 2.008 0.21 -0.30 0.09
C 1.218 4.252 0.876 -0.09 -0.09 -0.02
C 1.361 2.872 0.805 -0.09 -0.21 0.40
O -0.250 1.784 -0.796 0.22 1.37 -0.14
H -1.520 2.066 3.451 -0.04 0.03 0.10
H -0.701 2.882 4.808 0.00 -0.04 0.01
H -1.570 1.341 5.076 0.06 -0.01 -0.02
H 0.134 1.561 6.693 -0.10 0.05 -0.01
H 1.936 0.893 8.200 -0.05 0.02 0.11
H 3.969 -0.200 7.328 0.05 -0.03 0.03
H 4.199 -0.572 4.895 0.13 -0.09 -0.03
H 2.810 -0.886 2.834 -0.30 -0.08 -0.22
H 1.918 0.187 1.094 0.34 0.04 -0.08
H 2.802 2.498 3.861 -0.01 -0.03 0.13
H 2.462 4.892 3.937 0.02 0.02 0.11
H 1.384 6.048 2.022 -0.03 0.19 0.02
H 0.877 4.789 0.003 -0.04 -0.03 -0.15
C 2.196 -8.316 1.779 -0.16 0.04 -0.14
C 1.064 -7.880 0.839 -0.01 -0.20 0.01
C -0.272 -8.146 1.539 0.25 0.06 -0.14
C 1.098 -8.701 -0.460 -0.02 0.02 0.20
C 1.245 -6.422 0.452 0.09 0.06 -0.01
C 2.427 -6.036 -0.193 -0.09 -0.13 0.10
C 2.644 -4.756 -0.666 -0.15 0.38 -0.04
C 1.634 -3.839 -0.466 -0.59 -0.78 0.63
O 1.558 -2.518 -0.791 0.35 -0.14 -0.12
B 0.319 -2.044 -0.299 0.95 -2.17 0.29
O -0.331 -3.095 0.319 -0.76 0.13 0.32
C 0.466 -4.194 0.214 1.11 -0.24 -0.48
C 0.248 -5.476 0.673 -0.06 0.35 -0.04
H 2.067 -9.361 2.051 0.02 -0.14 0.05
H 2.182 -7.719 2.689 0.02 0.03 0.10
H 3.171 -8.207 1.313 0.12 0.00 -0.03
H -0.351 -9.207 1.767 -0.01 -0.08 0.03
H -1.109 -7.881 0.897 -0.13 0.03 -0.01
H -0.344 -7.594 2.474 -0.07 0.06 0.10
H 0.943 -9.754 -0.244 -0.01 -0.17 0.01
H 2.050 -8.593 -0.973 0.09 -0.02 -0.07
H 0.310 -8.365 -1.131 -0.05 -0.01 -0.09
H 3.212 -6.761 -0.336 0.04 -0.14 -0.05
H 3.557 -4.489 -1.174 0.13 0.03 -0.08
H -0.672 -5.705 1.183 -0.12 -0.11 0.06
```
Positions in Å, forces in eV/Å.

Calculated values
- LUMO level (spin up / spin down) (eV) = -4.7 / -4.7
- total charge = +1
- total energy (eV) = -84783.882
- 2S+1 = 5
- gap between HOMO and LUMO (spin up / spin down) (eV) = 5.266 / 5.488